This record from the Open Molecules 2025 dataset describes 8 unconnected molecules or ions with the total composition C45H102F24N15O8P5 at a distorted geometry. The level of theory is wB97M-V/def2-TZVPD.

## Properties
- M (g/mol) = 1592.23
- SMILES string = FC(F)C(F)(F)COC(F)(F)C(F)F.FC(F)C(F)(F)COC(F)(F)C(F)F.FC(F)C(F)(F)COC(F)(F)C(F)F.CN(C)P(=O)(N(C)C)N(C)C.CN(C)P(=O)(N(C)C)N(C)C.CN(C)P(=O)(N(C)C)N(C)C.CN(C)P(=O)(N(C)C)N(C)C.CN(C)P(=O)(N(C)C)N(C)C
- gap between HOMO and LUMO (eV) = 8.796
- E_tot (hartree) = -7302.89009
- E_HOMO (Ha) = -0.30986

XYZ file:
```
199
C45H102F24N15O8P5 (wB97M-V/def2-TZVPD)
F 1.986 -0.995 -0.091
C 1.398 0.278 -0.006
F 0.692 0.534 -1.157
C 0.365 0.293 1.179
F -0.363 1.443 1.191
F 1.192 0.317 2.220
C -0.520 -0.889 1.184
O -1.321 -0.835 2.343
C -2.528 -1.538 2.256
F -3.460 -0.961 1.400
F -2.368 -2.832 1.848
C -3.078 -1.479 3.671
F -4.304 -2.118 3.838
F -2.247 -2.217 4.474
H 2.247 0.976 0.005
H 0.017 -1.821 1.185
H -1.188 -0.886 0.324
H -3.171 -0.482 4.066
F -3.194 -5.831 6.154
C -4.012 -5.077 5.378
F -3.475 -5.168 4.124
C -5.446 -5.681 5.278
F -5.892 -5.636 6.571
F -5.513 -7.019 4.907
C -6.345 -5.005 4.293
O -6.779 -3.743 4.837
C -7.816 -3.105 4.143
F -7.682 -3.251 2.796
F -9.047 -3.662 4.436
C -7.896 -1.673 4.718
F -6.906 -0.824 4.335
F -9.031 -1.032 4.360
H -4.083 -4.049 5.765
H -7.201 -5.585 4.008
H -5.709 -4.869 3.400
H -7.919 -1.767 5.796
F -3.097 8.094 -0.804
C -2.548 6.911 -0.395
F -1.296 7.160 0.140
C -3.437 6.320 0.675
F -4.706 6.189 0.169
F -3.542 7.230 1.688
C -2.895 5.017 1.159
O -3.779 4.467 2.156
C -3.894 3.097 2.178
F -4.510 2.792 0.930
F -2.690 2.472 2.237
C -4.948 2.745 3.201
F -5.174 1.441 3.101
F -4.409 3.004 4.412
H -2.427 6.223 -1.248
H -1.871 5.144 1.498
H -2.839 4.273 0.332
H -5.940 3.182 3.027
C 4.480 6.300 0.405
N 4.538 4.872 0.115
C 5.875 4.327 0.283
P 3.385 3.901 -0.543
O 3.609 2.481 -0.214
N 1.985 4.679 -0.048
C 1.973 4.781 1.435
C 0.792 4.297 -0.674
N 3.288 4.054 -2.174
C 3.167 5.364 -2.709
C 4.287 3.308 -2.905
H 5.377 6.785 -0.008
H 4.489 6.500 1.493
H 3.629 6.853 -0.028
H 6.251 4.301 1.321
H 6.561 4.969 -0.299
H 5.897 3.322 -0.135
H 2.966 4.919 1.876
H 1.408 5.609 1.830
H 1.623 3.837 1.881
H 1.077 3.733 -1.571
H 0.179 3.677 0.000
H 0.173 5.148 -1.003
H 4.062 5.940 -2.392
H 3.041 5.345 -3.805
H 2.346 5.822 -2.171
H 5.196 3.932 -3.114
H 3.849 3.087 -3.886
H 4.571 2.353 -2.481
C 8.682 -2.159 0.961
N 8.441 -2.625 -0.380
C 9.278 -3.677 -0.900
P 7.356 -1.901 -1.419
O 6.948 -2.854 -2.451
N 6.178 -1.396 -0.362
C 5.547 -2.497 0.352
C 5.284 -0.324 -0.796
N 7.782 -0.493 -2.113
C 8.213 0.623 -1.282
C 8.255 -0.277 -3.446
H 8.100 -1.280 1.174
H 9.748 -1.926 1.173
H 8.392 -2.902 1.723
H 8.674 -4.461 -1.333
H 9.829 -4.118 -0.061
H 9.974 -3.352 -1.668
H 6.267 -3.261 0.664
H 5.103 -2.082 1.274
H 4.755 -3.025 -0.219
H 4.201 -0.515 -0.705
H 5.496 0.645 -0.308
H 5.432 -0.111 -1.857
H 9.240 0.908 -1.539
H 7.554 1.492 -1.295
H 8.225 0.265 -0.233
H 7.842 0.638 -3.880
H 7.997 -1.121 -4.097
H 9.344 -0.203 -3.449
C 4.147 -4.045 3.772
N 2.828 -3.408 3.828
C 2.501 -2.311 2.983
P 1.981 -3.832 5.142
O 2.827 -4.398 6.229
N 1.098 -2.433 5.479
C -0.020 -2.662 6.394
C 1.942 -1.262 5.812
N 0.827 -4.885 4.742
C 0.065 -4.701 3.548
C 0.500 -6.086 5.435
H 4.063 -4.950 4.386
H 4.947 -3.495 4.251
H 4.379 -4.296 2.709
H 3.122 -1.410 3.231
H 1.458 -2.034 3.126
H 2.704 -2.603 1.942
H -0.573 -1.742 6.392
H -0.652 -3.479 6.048
H 0.303 -2.922 7.428
H 2.824 -1.198 5.176
H 1.422 -0.300 5.754
H 2.269 -1.423 6.851
H -0.289 -5.632 3.102
H -0.792 -4.018 3.697
H 0.713 -4.255 2.802
H 0.774 -6.937 4.769
H -0.569 -6.173 5.641
H 1.116 -6.205 6.344
C -4.301 -2.090 -1.166
N -4.617 -2.552 -2.429
C -5.776 -1.834 -3.085
P -3.382 -3.241 -3.228
O -2.491 -4.082 -2.447
N -4.239 -3.979 -4.439
C -5.069 -5.082 -3.873
C -3.494 -4.472 -5.536
N -2.478 -2.203 -4.144
C -1.009 -2.181 -4.060
C -3.123 -1.217 -4.909
H -4.493 -1.018 -1.031
H -3.279 -2.265 -0.829
H -4.852 -2.588 -0.367
H -6.676 -1.988 -2.482
H -5.992 -2.366 -4.018
H -5.617 -0.760 -3.267
H -4.321 -5.830 -3.618
H -5.536 -4.676 -2.965
H -5.780 -5.431 -4.635
H -2.931 -5.386 -5.261
H -4.181 -4.727 -6.339
H -2.747 -3.778 -5.921
H -0.588 -2.506 -5.017
H -0.556 -1.200 -3.889
H -0.805 -2.895 -3.275
H -2.522 -0.843 -5.713
H -3.288 -0.372 -4.244
H -4.082 -1.584 -5.245
C -4.320 2.807 -3.164
N -2.930 2.485 -3.267
C -2.390 1.734 -2.137
P -2.032 3.771 -3.787
O -1.934 4.999 -2.970
N -0.572 3.075 -4.007
C 0.514 3.974 -4.297
C -0.311 1.754 -4.525
N -2.881 4.143 -5.128
C -3.047 5.509 -5.464
C -3.197 3.250 -6.168
H -4.595 3.189 -2.179
H -4.844 1.885 -3.364
H -4.602 3.522 -3.920
H -1.312 1.659 -2.181
H -2.661 0.685 -2.130
H -2.748 2.214 -1.192
H 1.388 3.699 -3.701
H 0.790 3.953 -5.378
H 0.218 4.968 -3.980
H 0.317 1.201 -3.820
H -1.234 1.156 -4.650
H 0.207 1.777 -5.521
H -4.084 5.802 -5.614
H -2.585 6.197 -4.792
H -2.587 5.703 -6.459
H -3.031 2.182 -5.973
H -2.607 3.494 -7.046
H -4.227 3.378 -6.462
```